Record 1
Density functional theory data (ωB97M-V/def2-TZVPD) for the molecule C6H7NS.

Output
HOMO level = -8.318 eV
Charge = 0
Spin multiplicity = 1
M = 125.2 g mol⁻¹
Maximum force = 3.762 eV Å⁻¹
SMILES = C#C[C@@H]1CC(=S)N1C

Atoms and positions in Å:
C1 -0.79450 -0.07190 -2.82266
C2 -0.76881 0.07477 -1.60455
C3 -0.81950 0.03602 -0.17661
C4 -0.54070 1.56744 0.28205
C5 0.44857 1.01092 1.18784
S1 1.14873 1.63247 2.56798
N1 0.45625 -0.22476 0.58235
C6 1.03210 -1.68210 0.84717
H1 -0.58789 0.11360 -3.97450
H2 -1.70671 -0.39536 0.35077
H3 -1.40420 2.21198 0.59955
H4 -0.14676 2.12359 -0.62044
H5 2.13517 -1.77829 1.38010
H6 1.37079 -2.35338 -0.06315
H7 0.17744 -2.26502 1.46409



Record 2
Density functional theory data (ωB97M-V/def2-TZVPD) for a cluster of 2 separate species, C4H12N3S in total.

Output
HOMO level = -12.425 eV
Charge = +1
Spin multiplicity = 1
M = 134.2 g mol⁻¹
Maximum force = 6.002 eV Å⁻¹

Atoms and positions in Å:
C1 -2.51733 1.40296 0.66746
C2 3.31961 0.50742 0.06271
C3 -2.61955 0.43906 -0.55555
C4 2.73517 -0.66522 0.61610
N1 -0.37736 0.15541 -1.18856
N2 -1.35317 -0.23837 -0.67887
N3 1.85564 -1.23976 -0.07160
S1 -1.42657 -2.04762 0.04846
H1 -2.51051 0.80788 1.60161
H2 -1.59479 1.92563 0.68123
H3 -3.26583 2.13584 0.54346
H4 4.31870 0.91021 0.23580
H5 2.84462 1.30144 0.69449
H6 2.82621 0.66942 -0.89506
H7 -2.80719 1.02560 -1.33050
H8 -3.45273 -0.37013 -0.37312
H9 3.09041 -1.14284 1.55123
H10 1.23860 -0.77861 -0.82065
H11 1.40345 -2.16075 0.27192
H12 -1.70738 -2.63757 -1.06056